{
  "formula": "C6H20CaN10O8",
  "method": "wB97M-V/def2-TZVPD",
  "e_lumo_ev": 0.02,
  "de_lowest_kcal_mol": 25.64,
  "species": ["Ca", "C", "O", "O", "O", "C", "O", "N", "N", "H", "H", "H", "H", "C", "O", "N", "N", "H", "H", "H", "H", "C", "O", "N", "N", "H", "H", "H", "H", "C", "O", "N", "N", "H", "H", "H", "H", "C", "O", "N", "N", "H", "H", "H", "H"],
  "positions_angstrom": [[-0.4184, -0.2598, -0.3578], [-2.0085, -1.9973, -1.7227], [-2.1578, -0.6916, -1.7033], [-2.5700, -2.7579, -2.5345], [-1.1486, -2.4017, -0.8076], [1.1201, -0.9746, 2.4907], [0.4667, -0.2595, 1.7516], [0.7796, -2.2814, 2.6607], [2.2307, -0.5459, 3.1512], [0.0249, -2.6219, 2.0774], [1.1572, -2.9199, 3.3370], [2.7691, -1.1982, 3.6907], [2.5252, 0.4051, 3.0496], [0.8064, 1.1828, -3.5487], [0.3542, 0.7424, -2.5164], [1.7478, 2.1906, -3.5398], [0.4491, 0.7155, -4.7828], [2.1488, 2.3903, -2.6448], [2.0795, 2.5861, -4.3985], [-0.0328, -0.1639, -4.8446], [0.8342, 1.1583, -5.5959], [-2.9383, -0.0371, 2.1077], [-2.2785, -0.2879, 1.1222], [-3.0600, -0.9197, 3.1401], [-3.5593, 1.1763, 2.2833], [-2.4606, -1.7218, 3.1061], [-3.5261, -0.6505, 3.9857], [-3.5529, 1.7741, 1.4786], [-4.2711, 1.2720, 2.9842], [2.2731, -2.2393, -1.1384], [1.7992, -1.1188, -0.9820], [2.7167, -2.6490, -2.3562], [2.3962, -3.1520, -0.1367], [2.9750, -3.6098, -2.4876], [2.5452, -2.0563, -3.1450], [2.9743, -3.9615, -0.2597], [2.0019, -2.8870, 0.7450], [-0.5434, 3.1463, 0.5647], [-0.3135, 2.0814, 0.0253], [-1.7276, 3.8074, 0.3731], [0.3123, 3.7308, 1.4617], [-2.0191, 4.5631, 0.9625], [-2.3386, 3.3961, -0.3113], [0.1855, 4.6682, 1.7974], [1.2523, 3.3773, 1.4680]],
  "forces_ev_per_a": [[-0.98, -0.71, -1.70], [0.07, 0.47, -0.12], [-0.39, 0.36, -0.51], [0.13, 0.14, 0.30], [0.91, -0.66, 0.65], [0.23, -0.14, 0.09], [0.46, 0.43, 0.54], [-0.32, -0.55, -0.27], [-0.28, -0.41, 0.17], [-0.05, 0.11, -0.01], [0.18, 0.23, 0.06], [0.15, 0.22, 0.03], [0.00, 0.03, -0.04], [0.11, -0.09, 0.02], [0.11, -0.10, 0.25], [-0.55, -0.28, -0.33], [0.32, 0.40, 0.14], [0.08, 0.26, -0.06], [0.32, 0.11, 0.21], [-0.30, 0.12, 0.06], [-0.07, -0.33, -0.16], [0.31, 0.16, -0.07], [-0.05, 0.25, 0.30], [-0.26, 0.21, 0.00], [0.16, -0.28, 0.26], [-0.12, -0.12, 0.06], [0.13, -0.21, 0.11], [-0.21, 0.02, -0.05], [-0.13, 0.17, -0.18], [-0.32, 0.04, -0.41], [0.16, -0.05, 0.47], [0.44, -0.20, 0.32], [0.18, 0.42, -0.33], [-0.16, 0.06, -0.29], [-0.12, -0.01, -0.04], [-0.19, -0.10, 0.26], [0.06, -0.25, 0.19], [-0.68, 0.23, 0.56], [0.40, 0.36, -0.12], [0.42, -0.27, -0.14], [0.24, -0.10, -0.04], [-0.10, 0.05, -0.13], [-0.16, 0.09, 0.08], [-0.08, 0.03, -0.17], [-0.05, -0.11, 0.03]],
  "mulliken_charge": [2.20, 0.71, -0.75, -0.80, -0.82, 0.50, -0.48, -0.46, -0.46, 0.28, 0.15, 0.15, 0.21, 0.46, -0.48, -0.43, -0.43, 0.22, 0.15, 0.26, 0.14, 0.55, -0.52, -0.44, -0.45, 0.21, 0.16, 0.23, 0.16, 0.64, -0.60, -0.42, -0.35, 0.16, 0.22, 0.16, 0.18, 0.42, -0.65, -0.42, -0.43, 0.17, 0.26, 0.17, 0.24]
}

=====

{
  "formula": "C25H48Cl3HgN4O3SSi",
  "method": "wB97M-V/def2-TZVPD",
  "e_lumo_ev": [2.19, 2.19],
  "de_lowest_kcal_mol": 66.57,
  "total_charge": -1,
  "species": ["C", "C", "H", "H", "H", "C", "C", "H", "H", "H", "H", "Hg", "Cl", "Cl", "C", "O", "N", "C", "C", "H", "H", "H", "H", "H", "H", "H", "H", "H", "C", "C", "N", "H", "C", "O", "H", "H", "H", "H", "O", "C", "C", "C", "H", "C", "H", "C", "H", "C", "C", "H", "H", "H", "Si", "Cl", "C", "C", "C", "H", "H", "H", "H", "H", "H", "H", "H", "H", "C", "N", "C", "C", "S", "N", "C", "C", "H", "H", "H", "H", "H", "H", "H", "H", "H", "H", "H", "H"],
  "positions_angstrom": [[1.8135, -1.6666, -4.9144], [1.0346, -0.4764, -4.3742], [1.9951, -1.5865, -6.0051], [1.2726, -2.6073, -4.7021], [2.7989, -1.6879, -4.4247], [0.3807, 0.4457, -5.2031], [0.2579, 0.3790, -6.6767], [-0.1554, 1.2545, -4.7506], [-0.3673, -0.4595, -7.0194], [1.2271, 0.3471, -7.1972], [-0.2510, 1.3066, -6.9788], [-0.1328, -1.5440, 1.8898], [2.0053, -0.5694, 2.4708], [-1.8041, -3.3314, 1.8899], [-0.9756, 3.0543, 0.8999], [-2.0413, 3.1957, 0.2961], [-0.3003, 4.0907, 1.4702], [-0.9081, 5.4135, 1.4647], [1.1475, 4.0344, 1.6608], [-0.4823, 2.0721, 1.0340], [-1.9836, 5.3163, 1.6440], [-0.7507, 5.9189, 0.5034], [-0.4470, 6.0094, 2.2545], [1.4793, 2.9925, 1.5802], [1.4051, 4.4284, 2.6501], [1.6696, 4.6357, 0.9028], [-2.1135, -2.1646, -2.4683], [-2.5387, 0.4947, -3.9566], [-2.9282, -1.6437, -1.9459], [-3.2360, 0.5382, -3.1044], [-2.7223, -0.2035, -1.9590], [-2.9901, -2.0116, -0.9141], [-2.1669, 0.4459, -0.9053], [-1.5840, -0.0959, 0.0402], [-3.3773, 1.5847, -2.8127], [-2.2904, 1.5359, -0.9411], [-3.8583, -1.8332, -2.4844], [-4.1896, 0.1034, -3.4166], [0.4084, -0.8250, -3.0526], [1.5342, 0.0052, -2.9830], [0.0965, 2.0519, -2.6643], [1.3376, 1.3869, -2.5316], [-0.7609, 1.4771, -3.0082], [-0.0195, 3.4143, -2.4135], [2.4555, -0.4966, -2.6500], [2.4296, 2.1036, -1.9868], [-0.9652, 3.9148, -2.6352], [1.0859, 4.1230, -1.9216], [2.3021, 3.4645, -1.6917], [3.3617, 1.5395, -1.8292], [0.9974, 5.1948, -1.7086], [3.1741, 4.0109, -1.3177], [0.7482, -4.0413, -0.9263], [0.4793, -1.8757, -0.5542], [-0.9401, -4.7513, -1.2981], [1.3030, -4.6488, 0.7926], [2.0236, -4.2911, -2.2376], [-1.2845, -4.5231, -2.3090], [-1.6893, -4.3973, -0.5709], [-0.9004, -5.8444, -1.1965], [1.5592, -4.4764, -3.2186], [2.6036, -5.1912, -1.9617], [2.7232, -3.4401, -2.3151], [1.7824, -3.8359, 1.3613], [2.0214, -5.4809, 0.6736], [0.4318, -5.0037, 1.3665], [0.3523, 1.8693, 4.2913], [0.3330, 0.6611, 5.1266], [1.6548, 0.1883, 5.5845], [-0.6429, -0.2482, 4.8691], [-1.7559, -0.0494, 3.6067], [-0.6423, -1.3464, 5.6979], [-0.5468, -1.0941, 7.1418], [-1.4697, -2.4980, 5.3520], [1.0684, 2.5732, 4.7317], [-0.6571, 2.2989, 4.2593], [0.6663, 1.6240, 3.2599], [1.7031, 0.2305, 6.6767], [1.8610, -0.8332, 5.2308], [2.4251, 0.8519, 5.1649], [-1.5173, -1.2127, 7.6278], [0.1555, -1.8325, 7.5634], [-0.1712, -0.0786, 7.3256], [-2.5380, -2.2431, 5.3013], [-1.1743, -2.8793, 4.3608], [-1.2953, -3.2614, 6.1195]],
  "forces_ev_per_a": [[0.10, 0.15, -0.36], [0.44, 0.96, 0.47], [-0.22, -0.02, 0.54], [0.25, 0.41, -0.14], [-0.24, -0.29, -0.14], [-0.43, -0.09, -0.33], [-0.19, 0.00, -0.14], [0.07, 0.13, 0.04], [0.08, -0.07, -0.47], [-0.09, -0.09, -0.31], [0.15, -0.26, -0.26], [-0.54, 0.07, 0.51], [-0.01, -0.12, -0.04], [0.07, 0.02, 0.10], [-0.58, 0.31, -0.73], [0.85, -0.02, 1.03], [0.16, 0.11, 0.05], [0.02, -0.29, -0.19], [-0.35, -0.13, 0.08], [-0.12, 0.19, -0.21], [0.25, 0.04, -0.09], [-0.07, -0.02, 0.08], [-0.05, -0.02, 0.00], [0.01, 0.26, -0.03], [0.01, -0.09, -0.04], [-0.15, -0.22, 0.09], [-0.10, 0.12, 0.14], [-0.08, -0.06, 0.19], [0.52, 0.07, -0.14], [0.34, -0.01, 0.16], [-0.27, 0.15, 0.60], [0.07, 0.15, -0.23], [0.18, -0.47, -0.09], [-0.79, 0.38, -0.31], [-0.02, -0.16, -0.12], [0.13, -0.14, -0.10], [-0.04, -0.17, 0.13], [-0.01, 0.15, 0.06], [-0.77, -0.89, -0.11], [0.41, -0.05, -0.16], [0.44, -0.14, -0.13], [0.25, 0.32, 0.65], [0.31, 0.18, 0.12], [0.47, -0.06, 0.22], [-0.16, 0.29, 0.38], [-0.48, -0.13, -0.37], [0.27, -0.07, 0.29], [-0.11, 0.13, 0.00], [0.05, -0.33, -0.16], [-0.35, 0.52, -0.03], [0.06, -0.36, -0.13], [-0.36, -0.11, -0.03], [-0.63, 1.14, 1.56], [0.67, -1.68, -1.13], [-0.13, -0.05, -0.02], [0.08, -0.16, -0.39], [0.42, -0.17, -0.31], [0.03, 0.04, 0.03], [0.41, 0.00, -0.25], [0.09, 0.09, -0.06], [0.21, 0.20, 0.30], [-0.15, 0.31, -0.14], [-0.37, -0.35, -0.01], [-0.04, -0.32, -0.22], [-0.22, 0.29, 0.16], [0.30, 0.16, -0.23], [-0.03, 0.02, -0.05], [0.14, -0.14, -0.77], [0.02, 0.19, 0.13], [0.18, -0.14, 0.12], [0.09, -0.10, 0.24], [-0.45, 0.66, 0.12], [0.79, -0.23, -0.15], [0.11, -0.05, -0.33], [-0.23, -0.10, -0.06], [0.42, -0.01, 0.02], [-0.14, 0.10, 0.49], [0.23, -0.05, -0.11], [-0.20, 0.40, 0.17], [-0.34, -0.28, 0.14], [-0.10, -0.01, -0.10], [-0.23, 0.35, 0.12], [-0.25, -0.47, 0.00], [0.21, -0.05, 0.09], [-0.23, 0.06, 0.52], [-0.05, 0.09, -0.23]],
  "mulliken_charge": [-1.10, 1.35, 0.41, -0.01, 0.27, -0.56, -1.78, 0.22, 0.24, 0.33, 0.37, 1.38, -0.67, -0.65, 0.43, -0.78, 0.35, -0.96, -1.11, 0.16, 0.29, 0.26, 0.32, 0.32, 0.32, 0.38, 0.14, 0.26, -0.83, -0.99, 0.42, 0.20, -0.32, -0.45, 0.29, 0.42, 0.39, 0.37, -0.33, -0.91, 0.82, 0.89, 0.03, -1.18, 0.21, -0.64, 0.30, -0.39, -0.74, 0.33, 0.44, 0.40, 0.37, -0.04, -1.06, -0.93, -0.98, 0.35, 0.22, 0.40, 0.27, 0.43, 0.21, 0.21, 0.40, 0.25, -1.19, 0.21, -1.17, -0.14, -0.17, 0.28, -1.22, -0.81, 0.45, 0.43, 0.29, 0.27, 0.35, 0.46, 0.37, 0.32, 0.44, 0.32, 0.12, 0.36]
}

=====

Which formula does entry 2 have?
C25H48Cl3HgN4O3SSi